{"formula": "C30H48ErN3OSi3", "method": "ωB97M-V with the def2-TZVPD basis set", "s2": 3.752, "e_lumo_ev": [0.3, 0.3], "mol_weight_g_mol": 718.252, "multiplicity": 4, "homo_lumo_gap_ev": [8.2201, 8.2360], "largest_force_ev_per_a": 4.0, "total_energy_ha": -3295.13946, "de_lowest_kcal_mol": 0.00, "elements": ["Er", "C", "Si", "C", "C", "C", "Si", "C", "C", "C", "Si", "C", "C", "C", "C", "C", "C", "C", "N", "H", "H", "H", "H", "H", "H", "H", "H", "H", "H", "H", "H", "H", "H", "H", "H", "H", "H", "H", "H", "H", "H", "H", "H", "H", "H", "H", "H", "C", "N", "C", "C", "C", "C", "C", "N", "C", "C", "C", "C", "C", "C", "H", "H", "H", "H", "H", "H", "H", "H", "H", "H", "H", "C", "C", "C", "C", "O", "H", "H", "H", "H", "H", "H", "H", "H", "H"], "xyz": [[-0.5066, 0.2343, -0.6884], [-2.7418, 1.8864, 1.9204], [-0.9616, 2.5689, 2.0750], [-0.8415, 4.0514, 0.9949], [-0.6429, 2.9189, 3.8878], [0.2227, 1.2974, 1.4114], [1.9426, 2.0004, 1.1417], [1.9629, 3.0199, -0.3952], [2.5721, 3.1603, 2.6067], [3.2200, 0.5479, 1.2615], [0.2412, -0.1171, 2.6096], [1.2522, -0.0224, 4.2108], [-1.3931, -0.8221, 3.1301], [1.0691, -1.5367, 1.7104], [1.8748, -2.4529, 2.3306], [2.6804, -3.2628, 1.5740], [2.5544, -3.2315, 0.1887], [1.6161, -2.4153, -0.3646], [0.8654, -1.6575, 0.3813], [-3.0491, 2.0830, 0.8964], [-3.4498, 2.5148, 2.4739], [-2.8467, 0.7938, 2.1751], [-1.6747, 4.7454, 1.2388], [-0.8714, 3.8285, -0.0836], [0.0672, 4.6439, 1.1503], [-0.7934, 4.0287, 4.1362], [0.3865, 2.7863, 4.1937], [-1.3486, 2.3545, 4.5741], [2.9126, 2.9569, -0.8814], [1.9357, 4.1218, -0.0060], [1.3059, 2.6296, -1.2126], [1.7578, 3.9176, 2.6763], [3.5195, 3.6133, 2.3921], [2.5382, 2.5375, 3.5233], [3.2148, -0.1824, 0.3398], [3.2804, -0.0781, 2.1484], [4.1675, 1.0863, 1.0342], [0.8868, 0.6797, 4.9493], [2.2885, 0.2612, 3.9236], [1.1773, -0.9616, 4.6961], [-2.1068, -0.1488, 3.5823], [-1.1898, -1.6874, 3.7031], [-1.8355, -1.1204, 2.1992], [1.9893, -2.4028, 3.4906], [3.2947, -4.0469, 2.0093], [3.1674, -3.8906, -0.4032], [1.5602, -2.3435, -1.4390], [-2.4149, -2.7065, 0.1318], [-2.3724, -1.3319, -0.3426], [-3.5409, -0.7782, -0.5821], [-3.6370, 0.5133, -1.1256], [-4.7034, 1.3380, -1.3893], [-4.1975, 2.5282, -1.9193], [-2.8189, 2.3633, -1.9208], [-2.4444, 1.2330, -1.4226], [-1.4941, -3.5418, -0.7767], [-1.4286, -3.2520, -2.1255], [-0.5932, -4.0210, -2.8827], [0.1239, -5.0622, -2.3947], [0.0435, -5.3354, -1.0526], [-0.7314, -4.5905, -0.2861], [-3.4293, -3.0945, -0.0063], [-2.1590, -2.8761, 1.1642], [-4.4515, -1.2915, -0.2941], [-5.8336, 1.1505, -1.2276], [-4.7244, 3.3805, -2.2709], [-2.0597, 3.1132, -2.2217], [-2.1032, -2.4693, -2.5560], [-0.5512, -3.8129, -4.0042], [0.7350, -5.6241, -3.0614], [0.5555, -6.2023, -0.5913], [-0.7596, -4.7465, 0.7644], [0.7120, -0.7882, -4.4052], [1.2799, 0.4266, -3.6386], [2.8010, 0.3403, -3.5545], [0.7689, 1.7483, -4.1778], [0.7424, 0.2851, -2.3469], [1.0685, -0.8095, -5.4288], [-0.3956, -0.7006, -4.3269], [0.9989, -1.6202, -3.8828], [3.2007, 0.3383, -4.5767], [3.1904, -0.5189, -2.9096], [3.1744, 1.2830, -3.1114], [1.1810, 1.9737, -5.1671], [1.2644, 2.5737, -3.5434], [-0.2677, 1.6980, -4.0036]], "forces_ev_per_angstrom": [[0.85, -0.68, -0.09], [0.16, 0.04, 0.13], [-0.30, -1.49, -0.25], [-0.39, 1.54, -0.18], [-1.00, 1.66, 1.29], [0.09, -0.18, 0.44], [0.09, -1.21, 2.11], [0.25, 1.23, -0.06], [-2.25, -1.02, -0.79], [0.56, -0.13, -3.26], [0.31, 0.98, 0.43], [0.41, 1.28, -1.03], [-0.12, 0.84, -0.78], [-0.82, -0.74, -0.52], [1.10, 0.31, 3.05], [-0.24, -1.41, -0.61], [0.99, -0.80, 0.89], [0.73, -0.52, -0.73], [-1.10, 2.43, 0.00], [-0.02, -0.37, -0.34], [0.08, -0.32, 0.39], [-0.14, 1.47, -0.42], [0.28, -0.30, -0.29], [-0.15, -0.07, 0.39], [-0.04, -0.16, 0.08], [-0.18, -1.30, -0.41], [0.14, -0.45, 0.05], [0.91, 0.51, -0.77], [1.09, -0.07, -0.20], [-0.69, -1.84, -1.28], [-0.12, 1.01, 0.84], [0.77, -0.14, 0.23], [0.54, 0.21, 0.12], [0.38, 0.55, -0.39], [-0.39, 1.17, 1.61], [0.09, 0.40, 0.06], [-0.12, -0.38, 0.71], [-0.14, 0.43, -0.07], [-0.49, -0.42, 0.62], [0.34, -1.11, 0.42], [0.12, -0.01, 0.56], [0.00, -0.96, 0.84], [-0.52, -0.40, -0.49], [-0.18, -0.27, -2.37], [0.18, 0.39, 0.14], [0.07, 0.06, -0.26], [-0.55, 0.00, -0.23], [0.31, -0.83, -1.64], [-1.00, 0.54, 0.38], [1.17, 0.01, 0.53], [1.47, 0.49, 0.11], [-3.20, 0.47, -0.20], [-0.07, -0.52, 0.16], [0.49, 2.94, -0.80], [-0.13, -3.01, 0.66], [-0.65, 0.65, 0.48], [-1.29, 0.91, 0.45], [-0.19, 0.88, -3.85], [0.55, -0.36, -0.05], [1.93, -2.84, -0.60], [-1.87, 1.98, 1.93], [-0.07, -0.05, 0.16], [0.33, 0.33, 0.48], [-0.21, -0.20, -0.19], [2.23, 0.06, -0.27], [-0.39, 0.42, -0.12], [-0.61, -0.52, 0.10], [0.95, -0.73, 0.29], [0.02, -0.27, 1.60], [0.38, -0.45, -0.29], [-0.09, 0.65, -0.49], [-0.07, -0.31, 0.87], [-1.12, 2.90, -0.77], [-0.16, -1.29, 0.70], [0.56, 0.33, 0.42], [3.21, 1.08, 0.96], [-0.44, 0.29, 1.17], [-0.16, -0.16, -0.29], [0.62, -0.18, -0.43], [0.79, -2.33, 1.14], [0.20, -0.40, 0.23], [-0.68, 0.99, -1.10], [-0.08, -0.43, 0.06], [-0.83, -0.24, -0.24], [-1.05, -1.07, -0.61], [-1.42, 0.55, -0.49]]}